Entry 1:
Formula: C44H60F12N2O7S2
Source: OMol25
Level of theory: the ωB97M-V functional and the def2-TZVPD basis

The value obtained for the total energy is -4343.56938 a.u. Its highest occupied orbital energy is -7.79 eV. As for the SMILES: C=C[C@](CCCSC(=S)N(c1ccccc1)c1ccccc1)(NCCC(F)(F)F)[C@@](CCC)(CCCCC)OC.CCOC(=O)C(F)(F)F.CCOC(=O)C(F)(F)F.CCOC(=O)C(F)(F)F.

Last column: Löwdin charge in e.
Element x y z (Å)
C  2.275  -2.698  -1.252  0.033
C  1.964  -1.606  -0.578  -0.115
C  0.694  -0.781  -0.705  -0.341
C  -0.343  -1.482  -1.591  -0.120
C  -0.175  -1.267  -3.096  -0.254
C  -1.362  -1.875  -3.854  -0.437
S  -1.934  -0.689  -5.096  0.875
C  -3.632  -1.259  -5.343  -1.062
S  -3.898  -2.384  -6.476  0.692
N  -4.664  -0.672  -4.584  -0.059
C  -4.216  0.422  -3.716  -0.283
C  -3.907  0.209  -2.380  -0.021
C  -3.409  1.267  -1.628  -0.053
C  -3.241  2.529  -2.204  -0.072
C  -3.595  2.736  -3.532  -0.072
C  -4.088  1.683  -4.295  -0.040
C  -5.546  -1.587  -3.887  -0.258
C  -6.807  -1.096  -3.553  -0.009
C  -7.727  -1.896  -2.875  -0.074
C  -7.398  -3.200  -2.530  -0.090
C  -6.133  -3.691  -2.848  -0.067
C  -5.217  -2.883  -3.520  -0.057
N  1.024  0.531  -1.317  0.045
C  2.163  0.583  -2.235  -0.189
C  2.092  1.890  -3.046  -0.048
C  2.339  3.121  -2.218  -0.645
F  2.771  4.148  -2.959  0.135
F  1.227  3.539  -1.594  0.133
F  3.252  2.935  -1.254  0.124
C  0.058  -0.454  0.713  -0.366
C  -0.752  -1.629  1.280  -0.104
C  -0.134  -3.025  1.394  -0.220
C  0.941  -3.226  2.463  -0.087
C  1.119  0.054  1.685  -0.113
C  0.673  0.404  3.124  -0.181
C  1.557  -0.198  4.235  -0.210
C  0.728  -0.585  5.454  -0.255
C  0.134  0.666  6.117  -0.100
O  -0.966  0.523  0.419  -0.141
C  -0.831  1.843  0.877  -0.086
H  1.671  -3.118  -2.041  0.066
H  3.200  -3.208  -1.037  0.066
H  2.726  -1.224  0.085  0.107
H  -0.350  -2.554  -1.418  0.113
H  -1.344  -1.144  -1.341  0.103
H  0.749  -1.694  -3.466  0.064
H  -0.134  -0.205  -3.324  0.081
H  -2.158  -2.119  -3.155  0.066
H  -1.078  -2.796  -4.355  0.079
H  -4.028  -0.761  -1.929  0.118
H  -3.134  1.084  -0.602  0.090
H  -2.837  3.341  -1.619  0.096
H  -3.478  3.703  -3.995  0.101
H  -4.357  1.802  -5.332  0.117
H  -7.101  -0.090  -3.811  0.119
H  -8.694  -1.498  -2.617  0.100
H  -8.112  -3.830  -2.022  0.098
H  -5.875  -4.703  -2.583  0.102
H  -4.248  -3.287  -3.771  0.090
H  1.218  1.209  -0.595  0.074
H  3.123  0.605  -1.720  0.118
H  2.139  -0.212  -2.967  0.091
H  1.117  1.979  -3.512  0.131
H  2.870  1.856  -3.805  0.127
H  -1.659  -1.725  0.694  0.113
H  -1.103  -1.362  2.274  0.114
H  -0.951  -3.691  1.674  0.109
H  0.248  -3.416  0.459  0.081
H  0.637  -2.765  3.398  0.061
H  1.012  -4.294  2.663  0.073
H  1.930  -2.913  2.146  0.063
H  1.608  0.935  1.276  0.111
H  1.914  -0.674  1.769  0.087
H  0.785  1.481  3.228  0.106
H  -0.379  0.216  3.312  0.098
H  2.158  -1.020  3.856  0.090
H  2.256  0.568  4.566  0.108
H  1.317  -1.088  6.217  0.105
H  -0.119  -1.206  5.167  0.099
H  -0.654  1.113  5.516  0.070
H  0.902  1.429  6.233  0.076
H  -0.285  0.448  7.094  0.046
H  -1.587  2.437  0.372  0.078
H  0.129  2.316  0.670  0.082
H  -1.022  1.940  1.947  0.086
C  2.480  0.365  -7.720  -0.053
C  2.095  -1.094  -7.836  -0.181
O  3.050  -1.942  -7.161  0.046
C  2.909  -2.041  -5.853  -0.384
O  2.084  -1.500  -5.175  0.149
C  3.957  -3.013  -5.281  -0.544
F  5.175  -2.769  -5.775  0.172
F  3.629  -4.275  -5.582  0.172
F  4.001  -2.895  -3.958  0.168
H  3.494  0.522  -8.091  0.085
H  1.794  0.980  -8.301  0.086
H  2.449  0.699  -6.684  0.069
H  2.113  -1.415  -8.875  0.127
H  1.097  -1.280  -7.443  0.124
C  -5.799  2.252  9.065  -0.059
C  -4.365  2.686  9.277  -0.194
O  -3.547  1.588  9.725  0.034
C  -3.119  0.761  8.783  -0.405
O  -3.336  0.832  7.611  0.168
C  -2.231  -0.325  9.417  -0.555
F  -2.790  -0.824  10.523  0.169
F  -1.041  0.196  9.746  0.164
F  -2.029  -1.320  8.560  0.172
H  -6.196  1.795  9.971  0.084
H  -6.416  3.111  8.804  0.083
H  -5.872  1.519  8.262  0.078
H  -4.303  3.430  10.069  0.125
H  -3.936  3.119  8.375  0.126
C  7.043  4.504  0.246  -0.055
C  6.560  3.078  0.092  -0.195
O  7.359  2.168  0.874  0.035
C  7.058  2.089  2.160  -0.405
O  6.197  2.685  2.736  0.172
C  7.970  1.051  2.839  -0.551
F  9.245  1.212  2.472  0.168
F  7.587  -0.185  2.492  0.166
F  7.895  1.158  4.161  0.175
H  8.101  4.576  -0.007  0.084
H  6.477  5.163  -0.411  0.083
H  6.922  4.851  1.271  0.079
H  6.668  2.747  -0.938  0.126
H  5.510  2.977  0.366  0.115

---

Entry 2:
Formula: C44H64CrN4P3SSi
Source: OMol25
Level of theory: the ωB97M-V functional and the def2-TZVPD basis

The expectation value of S² is 3.852. Its net charge is +2. The value obtained for the total energy is -4689.74561 a.u. Its spin multiplicity is 4. Its highest occupied orbital energy (spin up / spin down) is -11.98 / -12.22 eV.

Last column: Löwdin spin population.
Element x y z (Å)
Cr  0.618  0.739  -0.094  2.984
C  0.222  -2.514  3.379  0.000
C  -0.789  -1.437  3.790  0.002
C  -0.096  -0.275  4.525  0.000
P  -1.742  -0.817  2.337  0.014
C  -3.219  0.085  3.059  0.002
C  -3.591  -0.267  4.501  0.000
C  -4.443  -0.082  2.150  0.000
C  -2.500  -2.332  1.661  0.001
C  -3.101  -3.347  2.402  0.000
C  -3.755  -4.397  1.766  0.000
C  -3.827  -4.444  0.375  0.000
C  -3.232  -3.442  -0.373  0.000
C  -2.541  -2.401  0.274  0.002
Si  -1.623  -1.166  -0.696  0.016
C  1.026  -1.944  -1.135  0.010
C  0.245  -4.490  -1.394  0.000
C  1.651  -4.866  -0.878  0.000
C  3.206  -3.539  -1.787  -0.002
C  3.134  -2.146  -2.361  -0.004
C  2.152  -1.313  -1.996  0.002
P  2.157  0.511  -2.002  -0.042
C  1.674  1.032  -3.716  -0.006
C  2.199  0.088  -4.801  -0.003
C  2.101  2.478  -4.022  0.000
C  3.885  1.192  -1.756  -0.009
C  4.065  1.751  -0.339  0.001
C  5.065  0.277  -2.082  -0.003
C  -2.414  -0.309  -2.115  -0.001
C  -3.226  -1.062  -2.966  0.002
C  -3.548  -0.591  -4.235  -0.001
C  -3.053  0.632  -4.657  0.002
C  -2.287  1.411  -3.792  0.000
C  -1.986  0.966  -2.515  0.003
P  -1.207  2.022  -1.252  0.004
C  -2.714  2.357  -0.187  -0.002
C  -2.454  3.323  0.974  0.000
C  -4.001  2.742  -0.919  -0.001
C  -0.701  3.569  -2.115  0.002
C  -1.830  4.537  -2.472  -0.001
C  0.382  4.308  -1.313  0.004
H  0.886  -2.739  4.220  0.000
H  0.834  -2.181  2.533  0.000
H  -0.260  -3.445  3.083  0.000
H  -1.518  -1.878  4.464  0.000
H  0.941  -0.174  4.184  0.000
H  -0.056  -0.473  5.598  0.000
H  -0.598  0.688  4.389  0.000
H  -2.919  1.132  3.023  0.000
H  -3.896  -1.315  4.593  0.000
H  -4.447  0.343  4.805  0.000
H  -2.785  -0.073  5.212  0.000
H  -4.873  -1.081  2.256  0.000
H  -4.208  0.057  1.089  0.000
H  -5.213  0.647  2.420  0.000
H  -3.096  -3.314  3.486  0.000
H  -4.226  -5.174  2.357  0.000
H  -4.332  -5.266  -0.122  0.000
H  -3.264  -3.509  -1.455  0.000
H  -0.669  -5.009  -1.133  0.000
H  1.734  -5.813  -0.355  0.000
H  4.239  -3.884  -1.795  0.000
H  3.949  -1.818  -2.997  0.000
H  0.585  0.961  -3.705  0.000
H  3.296  0.079  -4.823  0.000
H  1.856  0.449  -5.778  -0.001
H  1.844  -0.934  -4.675  0.000
H  3.140  2.503  -4.361  0.000
H  2.015  3.158  -3.172  0.000
H  1.493  2.878  -4.839  0.000
H  3.908  2.031  -2.451  0.000
H  4.110  0.937  0.393  0.000
H  3.269  2.432  -0.049  0.002
H  5.010  2.298  -0.289  0.000
H  5.054  -0.624  -1.466  0.000
H  5.987  0.820  -1.855  -0.001
H  5.108  -0.012  -3.135  0.000
H  -3.605  -2.033  -2.661  0.000
H  -4.173  -1.187  -4.892  0.000
H  -3.281  0.998  -5.651  0.000
H  -1.940  2.380  -4.132  0.000
H  -2.870  1.365  0.238  0.000
H  -2.336  4.350  0.613  0.000
H  -1.575  3.062  1.556  0.000
H  -3.315  3.314  1.649  0.000
H  -4.034  3.810  -1.133  0.000
H  -4.846  2.518  -0.259  0.000
H  -4.160  2.195  -1.848  0.000
H  -0.245  3.202  -3.035  0.000
H  -2.231  5.025  -1.580  0.000
H  -2.657  4.072  -3.008  0.000
H  -1.415  5.320  -3.112  0.000
H  0.004  4.633  -0.338  0.000
H  0.699  5.203  -1.856  0.000
H  1.264  3.691  -1.137  0.003
C  3.433  -1.998  1.920  0.001
C  2.280  -1.600  1.014  0.006
N  1.728  -0.300  1.160  -0.022
N  2.071  0.299  2.370  -0.009
C  1.742  1.528  2.652  0.018
N  2.046  2.023  3.868  0.012
S  0.894  2.463  1.503  -0.004
C  1.848  -2.437  0.054  -0.010
C  2.541  -3.697  -0.336  -0.001
C  2.236  -4.649  -2.302  0.000
C  0.861  -4.172  -2.764  -0.001
C  0.301  -3.083  -1.891  -0.001
N  0.003  -0.937  -0.840  0.030
H  3.976  -1.135  2.313  0.000
H  4.170  -2.561  1.357  0.000
H  3.119  -2.622  2.763  0.000
H  2.529  -0.265  3.057  -0.001
H  2.705  1.564  4.475  0.000
H  1.901  3.005  4.021  0.000
H  3.245  -4.056  0.408  0.000
H  2.661  -5.460  -2.887  0.000
H  0.447  -4.336  -3.751  0.000
H  -0.631  -2.721  -2.335  0.000

---

Entry 3:
Formula: C44H64F24O25
Source: OMol25
Level of theory: the ωB97M-V functional and the def2-TZVPD basis

The value obtained for the total energy is -5992.96748 a.u. Its highest occupied orbital energy is -10.86 eV. As for the SMILES: CCOC(=O)C(F)(F)F.CCOC(=O)C(F)(F)F.CCOC(=O)C(F)(F)F.CCOC(=O)C(F)(F)F.CCOC(=O)C(F)(F)F.CCOC(=O)C(F)(F)F.CCOC(=O)C(F)(F)F.CCOC(=O)C(F)(F)F.CCOC(=O)OC.CCOC(=O)OC.CCOC(=O)OC.

Last column: Löwdin charge in e.
Element x y z (Å)
C  -6.460  -4.103  4.109  -0.044
C  -5.650  -3.333  3.077  -0.204
O  -5.773  -1.924  3.205  0.039
C  -4.918  -1.184  3.882  -0.389
O  -3.966  -1.571  4.491  0.173
C  -5.242  0.316  3.653  -0.535
F  -5.979  0.541  2.576  0.190
F  -5.855  0.803  4.737  0.177
F  -4.072  0.952  3.487  0.140
H  -7.487  -3.738  4.089  0.084
H  -6.010  -4.046  5.096  0.082
H  -6.512  -5.141  3.780  0.084
H  -6.021  -3.594  2.088  0.113
H  -4.605  -3.644  3.108  0.108
C  3.266  7.334  -5.774  -0.056
C  3.673  6.540  -4.549  -0.184
O  2.565  6.018  -3.797  0.023
C  1.822  5.044  -4.270  -0.402
O  1.882  4.552  -5.357  0.176
C  0.643  4.697  -3.330  -0.521
F  0.771  3.411  -2.926  0.141
F  0.678  5.469  -2.235  0.159
F  -0.521  4.836  -3.943  0.188
H  4.123  7.865  -6.187  0.084
H  2.419  7.997  -5.600  0.086
H  2.975  6.637  -6.561  0.076
H  4.239  7.090  -3.803  0.114
H  4.305  5.728  -4.918  0.134
C  2.814  -5.335  0.893  -0.047
C  3.286  -4.080  1.573  -0.189
O  4.620  -3.754  1.136  0.057
C  4.731  -3.187  -0.041  -0.395
O  3.844  -2.892  -0.793  0.147
C  6.200  -2.984  -0.457  -0.534
F  6.377  -3.475  -1.680  0.170
F  6.475  -1.663  -0.483  0.157
F  7.067  -3.561  0.373  0.177
H  2.804  -5.254  -0.197  0.071
H  1.768  -5.556  1.101  0.071
H  3.493  -6.154  1.132  0.090
H  3.375  -4.236  2.647  0.127
H  2.568  -3.269  1.469  0.104
C  2.171  8.323  0.030  -0.046
C  3.522  7.840  -0.471  -0.203
O  3.435  6.420  -0.596  0.040
C  4.504  5.806  -1.041  -0.416
O  5.519  6.347  -1.376  0.163
C  4.399  4.274  -1.033  -0.539
F  4.383  3.818  -2.292  0.163
F  5.447  3.758  -0.398  0.186
F  3.280  3.843  -0.441  0.163
H  1.860  7.707  0.871  0.079
H  1.460  8.179  -0.785  0.079
H  2.199  9.378  0.289  0.082
H  4.358  8.083  0.192  0.132
H  3.781  8.351  -1.403  0.126
C  -2.135  2.127  -2.337  -0.038
C  -2.747  2.816  -1.129  -0.179
O  -1.704  3.665  -0.618  0.026
C  -1.923  4.270  0.531  -0.406
O  -2.954  4.318  1.128  0.176
C  -0.659  5.037  0.971  -0.539
F  0.456  4.392  0.603  0.157
F  -0.652  6.237  0.350  0.150
F  -0.635  5.250  2.273  0.184
H  -1.239  1.575  -2.074  0.068
H  -1.944  2.945  -3.030  0.068
H  -2.866  1.497  -2.844  0.087
H  -3.127  2.146  -0.357  0.126
H  -3.589  3.422  -1.467  0.132
C  0.528  -2.865  -1.485  -0.038
C  1.108  -3.938  -2.388  -0.179
O  0.792  -5.302  -2.010  0.035
C  -0.443  -5.700  -2.203  -0.420
O  -1.340  -5.075  -2.685  0.166
C  -0.641  -7.159  -1.717  -0.546
F  0.288  -7.531  -0.836  0.163
F  -1.835  -7.313  -1.153  0.169
F  -0.575  -7.982  -2.781  0.160
H  0.871  -2.967  -0.455  0.070
H  -0.555  -2.845  -1.516  0.074
H  0.965  -1.958  -1.905  0.072
H  2.178  -3.852  -2.536  0.102
H  0.621  -3.819  -3.364  0.123
C  3.553  -1.965  -4.913  -0.049
C  4.650  -2.930  -4.579  -0.212
O  5.860  -2.501  -5.198  0.050
C  6.924  -3.252  -5.006  -0.404
O  7.000  -4.220  -4.313  0.171
C  8.135  -2.727  -5.805  -0.549
F  9.017  -2.153  -4.994  0.180
F  8.733  -3.774  -6.393  0.160
F  7.787  -1.872  -6.767  0.168
H  3.525  -1.696  -5.970  0.086
H  3.649  -1.013  -4.386  0.078
H  2.588  -2.407  -4.659  0.068
H  4.391  -3.927  -4.967  0.138
H  4.781  -3.156  -3.521  0.105
C  0.101  -3.780  5.361  -0.044
C  -0.700  -2.800  4.538  -0.195
O  -1.462  -3.496  3.534  0.037
C  -0.846  -3.837  2.436  -0.414
O  0.269  -3.556  2.104  0.152
C  -1.734  -4.697  1.513  -0.526
F  -1.909  -4.049  0.357  0.168
F  -1.091  -5.849  1.275  0.170
F  -2.934  -4.976  2.014  0.172
H  0.823  -4.326  4.750  0.077
H  -0.526  -4.502  5.884  0.087
H  0.715  -3.240  6.085  0.079
H  0.012  -2.137  4.038  0.125
H  -1.340  -2.168  5.143  0.105
C  2.525  0.703  -1.347  -0.040
C  1.375  1.329  -0.602  -0.195
O  0.497  0.251  -0.213  0.026
C  -0.413  0.414  0.732  -0.594
O  -0.378  1.206  1.640  0.140
O  -1.346  -0.517  0.540  0.017
C  -2.299  -0.708  1.564  -0.022
H  3.110  -0.015  -0.780  0.079
H  3.124  1.494  -1.796  0.066
H  2.098  0.145  -2.188  0.073
H  0.809  2.017  -1.223  0.092
H  1.703  1.861  0.294  0.119
H  -2.678  0.223  1.969  0.080
H  -1.858  -1.285  2.384  0.091
H  -3.158  -1.289  1.239  0.079
C  -1.581  2.909  4.024  -0.070
C  -1.524  1.698  4.922  -0.211
O  -0.301  1.781  5.659  0.059
C  0.036  0.780  6.453  -0.602
O  -0.518  -0.285  6.562  0.118
O  1.100  1.152  7.166  0.005
C  1.791  0.101  7.840  -0.040
H  -2.449  2.859  3.371  0.065
H  -0.691  3.016  3.409  0.060
H  -1.595  3.804  4.649  0.089
H  -1.601  0.746  4.397  0.107
H  -2.404  1.746  5.572  0.130
H  2.720  0.529  8.201  0.093
H  2.028  -0.736  7.182  0.091
H  1.171  -0.259  8.661  0.097
C  -8.687  1.882  -1.755  -0.065
C  -8.700  0.370  -1.653  -0.218
O  -7.583  -0.014  -0.859  0.037
C  -7.050  -1.206  -1.098  -0.607
O  -7.539  -2.085  -1.754  0.140
O  -5.881  -1.255  -0.467  0.014
C  -5.130  -2.435  -0.604  -0.051
H  -7.696  2.243  -2.030  0.078
H  -8.900  2.292  -0.762  0.079
H  -9.431  2.297  -2.429  0.077
H  -8.587  -0.081  -2.641  0.124
H  -9.643  0.033  -1.223  0.128
H  -5.617  -3.286  -0.120  0.091
H  -4.158  -2.319  -0.137  0.065
H  -4.941  -2.771  -1.625  0.108